Entry 1:
Below is a gas-phase ion, C7H8BrO4S (charge -1) in a non-equilibrium geometry, with properties calculated with ωB97M-V with the def2-TZVPD basis set.

XYZ file:
```
21
Properties=species:S:1:pos:R:3:nbo_charge:R:1
H 1.233 -0.685 -2.119 0.210
O 0.275 0.286 2.034 -0.738
O 2.765 0.416 2.153 -0.974
C -1.167 1.921 -1.055 -0.714
O -1.846 1.010 1.747 -0.748
C -0.937 0.396 1.168 0.476
C -1.066 -1.104 0.574 -0.306
C -0.535 0.794 -0.265 0.216
C 0.958 -0.982 -1.086 -0.450
S 1.708 -0.341 1.468 2.297
H -0.976 2.830 -0.375 0.240
H -2.228 1.761 -1.332 0.236
H 2.750 0.515 -0.605 0.220
H 1.236 -2.025 -0.898 0.218
H -1.191 -0.785 -1.540 0.217
C -0.516 -0.693 -0.733 -0.385
C 1.839 0.024 -0.336 -0.447
Br -2.901 -1.740 0.453 -0.062
H -0.670 -2.048 1.072 0.255
H -0.483 2.180 -1.981 0.208
O 1.753 -1.730 1.656 -0.969
```

Output
* charge: -1
* E_HOMO (spin up / spin down): -4.64 / -4.17 eV
* frontier orbital gap (spin up / spin down): 7.8 / 6.8 eV
* strongest force on any atom: 5.4 eV Å⁻¹

=====

Entry 2:
Below is C7H8BrP in the gas phase in a non-equilibrium geometry, with properties calculated with ωB97M-V with the def2-TZVPD basis set.

XYZ file:
```
17
Properties=species:S:1:pos:R:3:nbo_charge:R:1
C 0.388 0.122 -0.016 -0.184
H 0.088 0.873 -1.982 0.207
H 0.573 -0.547 1.870 0.219
H -1.933 2.329 -1.356 0.231
H -2.468 2.523 1.076 0.216
C -0.366 0.865 -1.031 -0.142
H 1.721 -0.414 -1.666 0.224
H 1.111 -2.658 -0.668 -0.038
C -1.058 0.917 1.752 -0.226
P 2.191 -2.188 0.069 0.348
H -1.302 0.908 2.767 0.230
C -0.089 0.084 1.282 -0.152
C -1.729 1.640 0.750 -0.153
Br 3.473 0.780 0.181 -0.294
C 1.560 -0.499 -0.566 -0.251
H 2.980 -2.371 -1.128 -0.005
C -1.392 1.682 -0.650 -0.229
```

Output
* charge: 0
* E_HOMO: -9.02 eV
* frontier orbital gap: 8.0 eV
* SMILES string: P[C@H](Br)c1ccccc1
* strongest force on any atom: 4.0 eV Å⁻¹

=====

Entry 3:
Below is a molecular structure, C7H8CeN2O5 in a non-equilibrium geometry, with properties calculated with ωB97M-V with the def2-TZVPD basis set.

XYZ file:
```
23
Properties=species:S:1:pos:R:3:mulliken_spin:R:1
O -3.184 1.677 0.559 0.002
N -2.150 -3.718 -0.569 -0.001
C 1.046 2.221 -1.016 0.004
H -2.107 -4.453 1.960 0.000
N -1.683 -3.604 1.715 -0.001
O -1.034 -1.974 0.309 -0.001
O 0.584 -0.084 3.611 0.002
H 2.212 1.859 0.768 -0.001
H 0.632 2.729 1.044 -0.001
H -1.252 -3.058 2.447 0.000
O -0.860 -0.442 -3.526 0.002
H -2.050 -3.251 -1.461 0.000
H 0.125 2.603 -1.465 -0.001
C -1.622 -3.099 0.484 0.001
C 2.257 -1.040 -0.404 -0.005
H -2.619 -4.577 -0.548 0.000
Ce 0.051 0.097 -0.015 1.008
O 3.121 -1.797 -0.542 0.002
C -2.092 1.355 0.355 -0.005
C 0.497 0.119 2.474 -0.004
H 1.704 1.733 -1.741 -0.001
C -0.504 -0.131 -2.474 -0.004
C 1.315 2.288 0.311 0.003
```

Output
* spin multiplicity: 2
* charge: +3
* E_HOMO (spin up / spin down): -20.82 / -20.82 eV
* frontier orbital gap (spin up / spin down): 7.1 / 7.1 eV
* expectation value of S²: 0.751
* strongest force on any atom: 7.6 eV Å⁻¹

=====

Entry 4:
Below is a gas-phase ion, C7H8ClO (charge +1) in a non-equilibrium geometry, with properties calculated with ωB97M-V with the def2-TZVPD basis set.

XYZ file:
```
17
Properties=species:S:1:pos:R:3:nbo_charge:R:1
H -1.548 0.647 -3.211 0.235
H -3.062 -0.271 -2.643 0.251
C -1.966 1.194 -1.239 0.124
H 2.609 -0.475 2.844 0.277
C -1.235 0.087 -1.205 -0.217
C 1.151 -0.079 1.138 0.292
O 0.283 -0.984 0.382 -0.413
C 2.039 -0.923 1.928 -0.712
C 1.088 1.248 1.108 -0.405
C -0.569 -0.923 -0.583 0.527
H 0.493 1.912 0.459 0.224
H 1.649 -1.953 2.171 0.262
H -2.390 2.036 -0.746 0.262
C -2.183 0.226 -2.366 -0.392
H 2.971 -1.155 1.382 0.259
Cl -1.078 -2.480 -1.105 0.171
H 1.747 1.893 1.687 0.254
```

Output
* charge: +1
* E_HOMO (spin up / spin down): -13.96 / -13.96 eV
* frontier orbital gap (spin up / spin down): 7.7 / 7.7 eV
* strongest force on any atom: 4.7 eV Å⁻¹

=====

Entry 5:
Below is 2 unconnected molecules or ions with the total composition C7H8ClP in a non-equilibrium geometry, with properties calculated with ωB97M-V with the def2-TZVPD basis set.

XYZ file:
```
17
Properties=species:S:1:pos:R:3:nbo_charge:R:1
H 1.214 2.044 4.923 0.201
C -0.378 -1.358 -0.214 -0.173
H -0.134 -2.169 0.530 0.214
P 2.335 -0.874 -0.206 0.400
H 2.869 0.217 -0.751 -0.085
C 0.660 -0.544 -0.779 -0.390
C -0.993 0.393 -2.157 -0.213
C -1.683 -1.336 -0.651 -0.229
H -2.377 -1.849 -0.125 0.212
H 1.114 0.769 -2.450 0.221
H 0.104 1.527 3.493 0.177
Cl 2.210 0.923 2.823 0.024
C 1.093 1.587 3.932 -0.401
C -1.996 -0.374 -1.567 -0.194
C 0.327 0.304 -1.772 -0.198
H -3.043 -0.379 -2.030 0.215
H -1.324 1.119 -2.999 0.217
```

Output
* charge: 0
* E_HOMO (spin up / spin down): -7.73 / -8.36 eV
* frontier orbital gap (spin up / spin down): 7.8 / 7.3 eV
* strongest force on any atom: 3.4 eV Å⁻¹

=====

Entry 6:
Below is C7H8F2 in the gas phase in a non-equilibrium geometry, with properties calculated with ωB97M-V with the def2-TZVPD basis set.

XYZ file:
```
17
Properties=species:S:1:pos:R:3:nbo_charge:R:1
C 0.062 1.011 0.579 -0.275
C 0.440 0.751 -0.759 -0.131
H 0.849 1.548 -1.355 0.201
H -1.339 -2.181 0.712 0.228
C -0.411 -2.578 0.424 -0.513
H -0.541 0.224 1.126 0.210
F -1.415 -3.256 -1.815 -0.339
C -0.297 -3.193 -0.964 0.640
H 0.955 -0.681 -2.312 0.250
H 0.159 2.630 2.057 0.197
C 0.390 -1.977 -0.628 0.042
C 0.382 -0.693 -1.344 -0.521
H 0.881 2.907 0.344 0.179
C 0.211 2.323 1.030 -0.357
F 0.431 -4.332 -1.183 -0.326
H 0.159 -3.053 1.176 0.244
H -0.776 -0.466 -1.748 0.273
```

Output
* charge: 0
* E_HOMO (spin up / spin down): -8.90 / -7.64 eV
* frontier orbital gap (spin up / spin down): 8.8 / 6.7 eV
* strongest force on any atom: 4.2 eV Å⁻¹

=====

Entry 7:
Below is C7H8F3NO in the gas phase in a non-equilibrium geometry, with properties calculated with ωB97M-V with the def2-TZVPD basis set.

XYZ file:
```
20
Properties=species:S:1:pos:R:3:nbo_charge:R:1
H 2.335 -1.111 0.524 0.240
C 1.550 -0.935 1.259 -0.359
H 1.157 -0.656 -1.699 0.229
F 0.369 2.960 0.277 -0.319
F 0.674 2.266 -1.670 -0.323
C -0.055 0.579 -0.160 -0.137
H -1.877 1.663 -0.784 0.220
C 1.542 -1.417 2.543 0.140
C 0.486 -0.055 1.158 0.145
H -0.427 -0.013 -2.143 0.221
C 0.720 1.868 -0.405 0.973
H 2.207 -2.077 3.107 0.219
H -2.226 0.278 0.422 0.243
F 2.034 1.659 -0.085 -0.343
H -0.361 -1.378 -0.994 0.219
H -1.461 1.763 0.816 0.236
C 0.138 -0.356 -1.365 -0.595
C -1.580 1.049 -0.039 -0.615
O 0.445 -0.946 3.161 -0.268
N -0.213 -0.124 2.251 -0.125
```

Output
* charge: 0
* E_HOMO: -10.02 eV
* frontier orbital gap: 10.8 eV
* SMILES string: CC(C)(c1ccon1)C(F)(F)F
* strongest force on any atom: 6.1 eV Å⁻¹

=====

Entry 8:
Below is a gas-phase ion, C7H8F3O3 (charge -1) in a non-equilibrium geometry, with properties calculated with ωB97M-V with the def2-TZVPD basis set.

XYZ file:
```
21
Properties=species:S:1:pos:R:3:nbo_charge:R:1
H -1.424 -0.571 1.134 0.187
H 0.256 0.084 1.792 0.253
C 3.147 1.756 -0.491 0.748
C 2.830 0.417 0.289 0.085
O 3.460 1.692 -1.661 -0.707
O 3.127 2.728 0.321 -0.779
C -0.966 -0.957 -1.186 -0.635
F 4.982 -0.639 0.431 -0.326
C 1.307 -0.226 -0.602 -0.186
C 0.055 -0.212 -0.256 -0.068
H 1.722 -0.533 -1.599 0.215
H -1.964 -0.348 -1.121 0.202
H -0.400 -1.092 -2.128 0.223
O 2.665 0.706 1.658 -0.751
H -0.888 1.237 1.150 0.217
H -1.180 -2.036 -0.765 0.196
F 3.749 -1.136 -1.232 -0.328
F 3.235 -1.900 0.766 -0.347
C 3.712 -0.814 0.072 0.946
C -0.518 0.175 1.025 -0.652
H 2.765 1.705 1.601 0.508
```

Output
* charge: -1
* E_HOMO: -4.99 eV
* frontier orbital gap: 8.5 eV
* SMILES string: CC(C)=C[C@](O)(C(=O)[O-])C(F)(F)F
* strongest force on any atom: 5.0 eV Å⁻¹

=====

ΔE to the lowest compared entry with this formula, charge and spin for the records above, in order: 4.1020; 1.6957; 0.0000; 0.0000; 2.5451; 3.9154; 0.6182; 0.0000 eV